[1]
# C11H9BrO2S

The molecule C11H9BrO2S at a distorted geometry (ωB97M-V/def2-TZVPD, the Open Molecules 2025 dataset).

CARTESIAN COORDINATES (ANGSTROEM)
S  -1.42717  -2.07975  -0.07918
H  -0.23000  -1.28629  -2.98278
C  -0.42770  1.09206  -0.09199
C  1.11674  -1.51896  0.10251
H  -2.23113  3.04144  1.98715
O  -2.14806  -2.64519  -1.15272
H  -0.01922  4.03754  2.20796
C  0.11224  -1.10140  -0.97127
C  0.86107  -2.65423  0.80011
C  0.84231  1.62602  0.17086
C  -1.40159  2.74725  1.36534
O  -0.36870  -3.28613  0.59420
H  -0.06803  -2.85880  -2.28567
H  1.89605  -0.92734  0.29830
H  1.64441  0.97456  -0.26508
C  -0.59908  0.10970  -1.06890
C  0.95236  2.72494  0.87565
H  1.97980  3.16852  1.00014
C  0.30982  -1.85758  -2.23823
H  1.33779  -1.85977  -2.48796
Br  2.00067  -3.57314  1.88087
C  -0.15059  3.28908  1.53276
H  -2.45757  1.24707  0.23549
C  -1.52443  1.59040  0.57245

For the relative energy (zero: lowest compared OMol25 entry of this formula, charge and spin), the calculation gives 3.1604 eV. The spin multiplicity is 1. The net charge is 0. The calculation puts the total energy at -3547.0236 Ha.



[2]
# C28H19F3N5O3RhS3Se

A structure of composition C28H19F3N5O3RhS3Se (ωB97M-V/def2-TZVPD, the Open Molecules 2025 dataset).

CARTESIAN COORDINATES (ANGSTROEM)
H  0.35796  -5.85300  1.40925
F  3.01397  1.89518  -0.24650
H  -3.21408  -2.56978  0.54315
C  -1.16474  4.73092  4.67195
H  0.86651  4.21152  4.23676
O  0.31703  -1.04713  1.36773
C  2.43367  1.19436  0.76440
C  0.71769  -1.08818  -1.83086
C  -0.17941  3.97808  4.08204
H  0.69151  -6.20098  -6.31829
C  0.85940  -4.66970  -4.84605
C  2.04895  4.65998  1.66758
C  -0.18499  -3.79384  1.38137
S  2.92473  -4.51709  -2.42493
Rh  0.43084  1.10839  0.96322
H  3.42024  5.76820  2.86911
S  1.97196  -2.05691  -1.09819
H  -3.86668  3.10744  3.48078
H  -3.29618  5.01945  4.94755
C  -2.30466  1.43383  2.28282
H  -1.28813  -2.51601  -7.21672
C  -1.19719  -2.85619  1.12847
C  2.75100  5.80362  2.01337
C  -2.71390  -4.66300  0.57174
H  -1.88265  -6.64477  0.68818
C  -0.46261  2.87692  3.22628
O  1.04165  -3.43904  1.80075
C  1.10292  5.92380  -0.10060
C  -2.82739  3.37814  3.64387
F  3.06350  1.64128  1.89850
C  -0.68257  -3.12861  -6.55973
C  -0.25782  -2.59735  -5.35444
C  -2.51862  4.43961  4.46687
H  1.77248  7.94923  -0.19561
N  -1.53022  0.69144  1.59200
C  1.89177  -3.19682  -2.39518
H  1.45258  -5.27028  -4.17773
O  0.54319  2.22650  2.74212
S  0.07141  0.41157  -1.29185
H  1.06893  -2.45026  1.75095
N  -1.96803  -0.60182  1.32722
F  2.94669  -0.08145  0.61947
C  -0.44885  -5.15644  1.22029
H  -0.52633  -1.59419  -5.06527
C  -0.34498  -4.42423  -6.92647
C  -2.45205  -3.31412  0.73077
C  1.18917  4.69649  0.57141
H  -0.67982  -4.83422  -7.87154
H  -3.32301  1.08498  2.46414
Se  0.11806  3.29974  -0.11453
H  -0.88153  5.56777  5.30225
N  0.27903  -1.60087  -2.94140
C  0.42250  -5.18385  -6.05912
N  0.93825  -2.77864  -3.25958
C  -0.93159  -1.40088  1.28716
H  2.15635  3.75895  2.25112
C  -1.85019  2.60850  2.99961
C  -1.69861  -5.58421  0.81830
C  0.52655  -3.36478  -4.48848
H  -3.69301  -4.99519  0.25010
C  1.84671  7.00212  0.33306
H  0.45594  6.02994  -0.96331
N  2.67672  6.97587  1.38071

For the relative energy (zero: lowest compared OMol25 entry of this formula, charge and spin), the calculation gives 0.1852 eV. The spin multiplicity is 1. The net charge is -2. The calculation puts the total energy at -5584.2031 Ha.



[3]
# HN2O3P

A cluster of 2 separate species, HN2O3P in total at a distorted geometry (ωB97M-V/def2-TZVPD, the Open Molecules 2025 dataset).

CARTESIAN COORDINATES (ANGSTROEM)
O  0.06683  -1.68825  -0.09277
N  0.07132  1.47140  0.98338
P  -0.37582  -0.06999  -2.18499
N  -0.04603  -1.04157  -1.13078
H  0.12462  -0.56378  1.14214
O  0.34207  0.32161  1.46949
O  -0.18298  1.57058  -0.18647

For the relative energy (zero: lowest compared OMol25 entry of this formula, charge and spin), the calculation gives 0.5544 eV. The spin multiplicity is 1. The net charge is 0. The calculation puts the total energy at -676.9953 Ha.



[4]
# C4H10N2O

A cluster of 2 separate species, C4H10N2O in total at a distorted geometry (ωB97M-V/def2-TZVPD, the Open Molecules 2025 dataset).

CARTESIAN COORDINATES (ANGSTROEM)
O  -1.55027  1.58370  0.81200
H  -0.46171  -2.16117  0.13066
H  1.21929  -1.85592  -0.33546
H  0.17837  2.37857  -0.75955
C  0.51137  -1.81690  0.49427
N  0.39080  1.44863  -1.12339
H  -0.49474  -0.33866  -1.65946
C  0.43242  -0.43303  1.08187
H  2.03618  1.46672  -0.18058
H  -1.52618  1.12553  -1.87311
C  -0.76512  0.63735  -1.26392
H  0.83887  -2.54425  1.24585
H  1.37880  -0.08713  1.48768
H  -0.24198  -0.35113  1.93311
C  -1.33176  0.51857  0.22791
H  -2.00141  -0.35748  0.36683
N  1.38706  0.78660  -0.58470

For the relative energy (zero: lowest compared OMol25 entry of this formula, charge and spin), the calculation gives 6.1903 eV. The spin multiplicity is 1. The net charge is 0. The calculation puts the total energy at -342.9740 Ha.